(1)
{
  "formula": "C3H3ClF2",
  "method": "the ωB97M-V functional and the def2-TZVPD basis",
  "gap_ev": 9.616,
  "lumo_ha": -0.0003,
  "charge": 0,
  "symbols": ["Cl", "F", "F", "C", "C", "C", "H", "H", "H"],
  "coordinates": [[-1.779, -1.550, -0.557], [-0.748, 1.554, -1.272], [-0.704, -2.289, 1.630], [0.491, 1.342, -0.872], [0.311, -0.415, 0.737], [-0.604, -1.337, 0.669], [0.884, 2.105, -0.223], [1.099, 0.828, -1.596], [1.050, -0.239, 1.485]],
  "lowdin_charge": [0.700, -0.024, -0.026, -0.002, 0.039, -0.868, 0.071, 0.072, 0.038]
}

(2)
{
  "formula": "C3H3ClF2",
  "method": "the ωB97M-V functional and the def2-TZVPD basis",
  "gap_ev": 10.422,
  "lumo_ha": 0.0277,
  "charge": 0,
  "smiles": "FC/C(F)=C/Cl",
  "symbols": ["Cl", "F", "F", "C", "C", "C", "H", "H", "H"],
  "coordinates": [[-2.849, -0.419, -0.088], [1.648, -1.062, -0.091], [-0.812, 1.661, 0.000], [1.099, 0.259, -0.066], [-1.212, -0.697, 0.164], [-0.435, 0.353, -0.075], [-0.624, -1.640, 0.108], [1.585, 0.958, -0.845], [1.599, 0.586, 0.893]],
  "lowdin_charge": [0.691, -0.084, 0.035, -0.116, -0.540, -0.372, 0.105, 0.144, 0.136]
}

(3)
{
  "formula": "C3H3ClFO2",
  "method": "the ωB97M-V functional and the def2-TZVPD basis",
  "gap_ev": 6.566,
  "lumo_ha": 0.1421,
  "charge": -1,
  "symbols": ["Cl", "F", "O", "O", "C", "C", "C", "H", "H", "H"],
  "coordinates": [[-1.980, -0.986, 0.294], [-1.515, 1.186, -0.913], [3.324, 0.900, 0.255], [2.286, -0.820, -1.075], [2.465, 0.099, -0.134], [-1.120, 0.651, 0.237], [1.330, -0.621, 0.056], [1.117, -1.487, 0.689], [-1.563, 1.334, 1.077], [0.289, 0.116, -0.045]],
  "lowdin_charge": [0.332, -0.176, 0.027, 0.040, -0.555, -0.728, -0.097, 0.096, 0.036, 0.026]
}

(4)
{
  "formula": "C3H3ClIN",
  "method": "the ωB97M-V functional and the def2-TZVPD basis",
  "gap_ev": [6.579, 5.024],
  "lumo_ha": [0.0071, -0.1582],
  "charge": 0,
  "s2": 2.02,
  "spin_multiplicity": 3,
  "symbols": ["I", "Cl", "N", "C", "C", "C", "H", "H", "H"],
  "coordinates": [[-1.548, 0.246, -2.119], [1.163, 0.239, 2.776], [-1.975, -0.419, 1.201], [-0.816, -0.455, 1.015], [0.579, -0.658, 1.424], [1.431, -1.757, 1.455], [-0.883, 0.306, -0.487], [2.363, -1.648, 2.071], [1.350, -2.630, 0.819]],
  "mulliken_spin": [1.148, 0.007, 0.469, 0.060, -0.039, 0.071, 0.280, 0.001, 0.002]
}

(5)
{
  "formula": "C3H3ClN2OS",
  "method": "the ωB97M-V functional and the def2-TZVPD basis",
  "gap_ev": 8.601,
  "lumo_ha": -0.0032,
  "charge": 0,
  "smiles": "On1c(Cl)cnc1S",
  "symbols": ["Cl", "S", "O", "N", "N", "C", "C", "C", "H", "H", "H"],
  "coordinates": [[2.608, -0.290, -0.128], [-2.529, -0.389, -0.160], [-0.005, -1.812, 0.112], [-0.783, 1.752, 0.079], [-0.029, -0.367, 0.025], [-1.094, 0.495, -0.081], [1.052, 0.362, 0.224], [0.673, 1.638, 0.119], [0.360, -2.069, 1.014], [1.345, 2.561, -0.239], [-3.630, 0.486, 0.779]],
  "lowdin_charge": [0.704, 0.774, -0.019, 0.092, -0.180, -0.841, -0.750, -0.139, 0.145, 0.157, 0.056]
}

(6)
{
  "formula": "C3H3ClNO",
  "method": "the ωB97M-V functional and the def2-TZVPD basis",
  "gap_ev": [7.783, 7.784],
  "lumo_ha": [-0.2668, -0.2668],
  "charge": 1,
  "symbols": ["Cl", "O", "N", "C", "C", "C", "H", "H", "H"],
  "coordinates": [[-3.865, 0.438, 0.142], [-1.034, -2.467, -0.433], [-1.078, -1.608, 0.381], [-0.988, 0.481, -0.229], [-0.017, -0.617, 0.128], [-2.255, 0.234, 0.000], [0.648, -0.993, -0.674], [-0.794, 1.336, -1.028], [0.542, -0.420, 1.057]],
  "lowdin_charge": [0.967, 0.138, -0.022, -0.060, -0.110, -0.430, 0.150, 0.218, 0.148]
}

(7)
{
  "formula": "C3H3ClNO",
  "method": "the ωB97M-V functional and the def2-TZVPD basis",
  "gap_ev": [8.581, 8.582],
  "lumo_ha": [-0.2481, -0.2481],
  "charge": 1,
  "smiles": "O=[N+]1[C@H]2C[C@@]21Cl",
  "symbols": ["Cl", "O", "N", "C", "C", "C", "H", "H", "H"],
  "coordinates": [[-2.130, 1.241, 0.162], [-1.473, -1.848, -0.039], [-0.668, -0.987, -0.239], [0.773, 0.705, -0.212], [0.609, -0.678, 0.297], [-0.798, 0.384, -0.288], [1.467, 1.395, 0.530], [1.124, 0.900, -1.363], [1.098, -1.112, 1.153]],
  "lowdin_charge": [0.964, 0.136, -0.214, -0.036, 0.151, -0.552, 0.201, 0.181, 0.169]
}

(8)
{
  "formula": "C3H3ClO",
  "method": "the ωB97M-V functional and the def2-TZVPD basis",
  "gap_ev": 8.625,
  "lumo_ha": 0.0162,
  "charge": 0,
  "smiles": "ClCC1=CO1",
  "symbols": ["Cl", "O", "C", "C", "C", "H", "H", "H"],
  "coordinates": [[-0.155, 1.816, 1.251], [-0.616, -1.750, 0.178], [0.785, -1.403, 0.346], [-0.448, 1.185, -0.303], [0.129, -0.457, -0.232], [0.173, 1.753, -0.990], [-1.427, 1.004, -0.598], [1.561, -2.148, 0.346]],
  "lowdin_charge": [0.623, -0.125, -0.054, -0.532, -0.112, 0.055, 0.040, 0.106]
}

(9)
{
  "formula": "C3H3ClO",
  "method": "the ωB97M-V functional and the def2-TZVPD basis",
  "gap_ev": 7.986,
  "lumo_ha": -0.0195,
  "charge": 0,
  "symbols": ["Cl", "O", "C", "C", "C", "H", "H", "H"],
  "coordinates": [[1.103, 1.553, -0.662], [-2.630, 0.980, -1.113], [0.262, 0.109, -0.657], [-1.706, 1.066, -0.515], [0.720, -0.767, 0.476], [1.673, -0.390, 0.886], [0.666, -1.918, 0.335], [-0.087, -0.634, 1.251]],
  "lowdin_charge": [0.626, 0.113, -0.633, -0.105, -0.241, 0.046, 0.103, 0.090]
}

(10)
{
  "formula": "C3H3ClO2",
  "method": "the ωB97M-V functional and the def2-TZVPD basis",
  "gap_ev": 9.927,
  "lumo_ha": 0.0152,
  "charge": 0,
  "smiles": "OC#CCl.C=O",
  "symbols": ["Cl", "O", "O", "C", "C", "C", "H", "H", "H"],
  "coordinates": [[2.259, 1.264, -0.720], [-1.508, 1.304, -0.827], [-0.053, -2.147, 0.072], [-1.250, 1.215, 0.346], [1.350, -0.090, -0.343], [0.602, -1.027, -0.163], [0.445, -2.883, -0.180], [-1.213, 0.374, 1.050], [-0.632, 1.991, 0.766]],
  "lowdin_charge": [0.669, 0.003, 0.094, -0.173, -0.586, -0.240, 0.090, 0.078, 0.066]
}

Largest force on an atom per entry: 4.13 2.84 4.58 4.29 5.35 2.45 3.49 5.61 3.60 3.00 eV Å⁻¹
Calculated total energy per entry: -775.88086 -775.97347 -826.55755 -928.50891 -1159.09914 -705.80603 -705.80501 -651.34765 -651.39996 -726.63514 Ha
Relative energy (zero: lowest compared OMol25 entry of this formula, charge and spin) per entry: 86.76 28.65 95.20 32.42 88.55 79.16 79.80 100.90 68.08 90.86 kcal per mole